This record from the OMol25 dataset describes a structure of composition C37H66BIN4O7S2 in a non-equilibrium geometry. The level of theory is ωB97M-V/def2-TZVPD.

The geometry in XYZ format:
```
118
Properties=species:S:1:pos:R:3:mulliken_charge:R:1
C -0.108 -1.225 3.270 -1.012
C 0.341 -0.931 2.012 -0.342
C -0.472 -0.515 0.865 0.945
C 0.017 0.528 0.065 0.335
O 1.240 1.057 0.448 -0.602
C -0.633 0.995 -1.060 0.742
C -0.098 2.087 -1.958 -0.964
C 0.634 3.266 -1.298 -0.767
C 2.060 3.501 -1.812 -0.967
S 3.087 2.029 -2.051 -0.137
C -1.853 0.371 -1.396 -0.394
C -2.340 -0.674 -0.616 0.862
C -1.671 -1.148 0.518 -0.215
C -2.207 -2.329 1.294 -1.538
C -1.350 -3.605 1.147 -0.499
C -1.081 -4.012 -0.317 -0.423
C 0.392 -4.303 -0.644 -1.440
C 1.350 -3.162 -0.309 1.342
C 2.765 -3.364 -0.906 -1.232
C 3.163 -2.275 -1.897 -0.218
O 2.822 -2.669 -3.226 -0.503
C 1.938 -1.775 -3.868 -0.239
S -3.838 -1.510 -1.073 -0.269
C -4.651 -0.290 -2.047 1.128
C -6.048 -0.373 -2.209 -0.249
B -6.947 -1.505 -1.603 0.563
O -8.226 -1.187 -1.144 -0.541
O -6.533 -2.807 -1.562 -0.473
C -6.674 0.593 -2.989 -0.522
C -5.948 1.627 -3.559 -0.829
C -4.580 1.690 -3.388 -0.973
C -3.918 0.720 -2.647 -0.114
N -2.500 0.844 -2.570 -0.510
I -1.690 -0.102 -4.274 0.088
H 0.090 -2.226 3.652 0.354
H -0.593 -0.514 3.931 0.199
H 1.413 -0.989 1.817 0.405
H 1.106 1.520 1.283 0.333
H 0.559 1.596 -2.682 0.362
H -0.921 2.484 -2.544 0.322
H 0.633 3.196 -0.216 0.389
H 0.079 4.181 -1.521 0.453
H 2.568 4.130 -1.081 0.438
H 2.083 4.070 -2.739 0.362
H 3.773 1.891 -0.909 0.068
H -2.333 -2.066 2.342 0.443
H -3.199 -2.602 0.942 0.388
H -0.428 -3.565 1.724 0.113
H -1.946 -4.402 1.598 0.613
H -1.641 -4.922 -0.541 0.379
H -1.446 -3.256 -1.016 0.163
H 0.473 -4.535 -1.708 0.494
H 0.694 -5.176 -0.058 0.251
H 1.477 -3.142 0.772 0.190
H 0.973 -2.201 -0.659 -0.727
H 2.848 -4.324 -1.415 0.463
H 3.508 -3.336 -0.106 0.381
H 2.699 -1.317 -1.648 0.148
H 4.246 -2.119 -1.885 0.385
H 1.491 -2.298 -4.711 0.314
H 2.459 -0.885 -4.241 0.299
H 1.151 -1.434 -3.190 -0.111
H -8.159 -0.601 -0.383 0.301
H -6.857 -3.217 -0.752 0.298
H -7.742 0.540 -3.154 0.489
H -6.442 2.384 -4.150 0.322
H -4.038 2.504 -3.850 0.627
C 2.383 -2.464 6.075 -1.324
C 1.664 -3.779 6.361 0.249
C 2.453 -4.731 7.270 -0.732
O 3.527 -5.401 6.641 -0.380
C 4.721 -4.654 6.516 -0.633
N 1.296 -4.411 5.091 -0.500
H 3.169 -2.574 5.329 0.263
H 1.677 -1.730 5.685 0.264
H 2.827 -2.053 6.984 0.373
H 0.738 -3.536 6.892 0.340
H 1.775 -5.523 7.598 0.356
H 2.802 -4.214 8.174 0.412
H 4.871 -3.991 7.374 0.296
H 4.736 -4.066 5.595 0.227
H 5.547 -5.364 6.474 0.257
H 0.721 -5.227 5.281 0.263
H 2.146 -4.795 4.686 0.272
C 7.053 0.056 -0.471 -1.446
C 6.999 1.252 -1.417 0.715
C 8.351 1.610 -2.047 -0.877
O 9.254 2.275 -1.185 -0.388
C 9.974 1.442 -0.298 -0.647
N 6.397 2.387 -0.713 -0.605
H 7.472 0.324 0.499 0.304
H 6.047 -0.324 -0.292 0.227
H 7.649 -0.757 -0.891 0.366
H 6.333 0.984 -2.243 0.283
H 8.166 2.311 -2.864 0.359
H 8.828 0.723 -2.486 0.435
H 10.211 0.478 -0.758 0.296
H 9.429 1.276 0.634 0.223
H 10.906 1.952 -0.056 0.264
H 6.247 3.145 -1.373 0.263
H 7.087 2.754 -0.063 0.270
C -8.069 5.112 -2.449 -1.550
C -6.864 4.644 -1.639 0.681
C -6.676 5.393 -0.314 -0.857
O -6.145 6.697 -0.436 -0.391
C -7.076 7.703 -0.783 -0.646
N -5.670 4.706 -2.488 -0.542
H -7.871 6.050 -2.968 0.312
H -8.319 4.372 -3.209 0.361
H -8.946 5.249 -1.814 0.360
H -7.032 3.592 -1.383 0.174
H -5.946 4.841 0.283 0.347
H -7.611 5.414 0.262 0.468
H -8.057 7.513 -0.336 0.298
H -7.182 7.800 -1.866 0.223
H -6.694 8.648 -0.398 0.260
H -4.895 4.285 -1.982 0.217
H -5.419 5.689 -2.573 0.302
```

Calculated values
DFT total energy = -3313.968957 hartree
LUMO energy = -0.62 eV
HOMO-LUMO gap = 6.865 eV
F_max = 1.86 eV Å⁻¹